Here is a cluster of 10 separate species, C40H106N6O12 in total at a distorted geometry from the Open Molecules 2025 dataset. Energies are from ωB97M-V/def2-TZVPD.

Summary:
Highest occupied orbital energy in eV: -8.435

ORCA input file:
```
! RIJCOSX wB97M-V def2-TZVPD def2/J DEFGRID3
* xyz 0 1
C 2.170 4.456 -2.469
O 0.958 4.005 -1.803
C -0.127 4.898 -1.811
C -1.245 4.333 -2.646
C -2.479 5.256 -2.773
N -1.818 3.092 -2.095
H 2.936 3.771 -2.107
H 2.580 5.440 -2.239
H 1.990 4.521 -3.542
H -0.414 4.971 -0.762
H 0.174 5.880 -2.176
H -0.728 4.255 -3.602
H -2.378 6.233 -3.245
H -2.647 5.524 -1.730
H -3.360 4.822 -3.246
H -2.278 2.464 -2.738
H -0.919 2.643 -1.990
C -3.220 0.099 2.342
O -4.247 0.906 1.701
C -3.904 1.556 0.455
C -5.119 2.307 -0.144
C -6.408 1.612 -0.317
N -4.835 2.932 -1.437
H -2.212 0.405 2.064
H -3.488 -0.929 2.098
H -3.401 0.282 3.402
H -3.011 2.179 0.506
H -3.575 0.795 -0.253
H -5.212 3.005 0.688
H -6.654 0.886 0.458
H -6.543 1.133 -1.287
H -7.172 2.388 -0.280
H -3.893 2.823 -1.783
H -5.431 2.529 -2.146
C 1.230 8.002 4.986
O 1.775 7.301 3.848
C 1.066 6.072 3.743
C 1.764 5.100 2.675
C 1.709 5.664 1.289
N 1.029 3.879 2.701
H 1.763 7.898 5.931
H 0.158 7.848 5.114
H 1.420 9.046 4.734
H 1.166 5.515 4.675
H 0.011 6.218 3.512
H 2.771 4.846 3.006
H 2.383 5.209 0.564
H 2.153 6.657 1.232
H 0.698 5.767 0.895
H 1.314 3.489 1.815
H 0.068 4.135 2.521
C 3.266 -1.528 5.523
O 2.013 -1.954 6.078
C 0.794 -1.785 5.376
C -0.507 -2.295 5.966
C -0.423 -3.845 5.927
N -1.674 -2.012 5.161
H 4.101 -1.914 6.108
H 3.388 -0.449 5.427
H 3.292 -1.962 4.524
H 0.701 -0.706 5.248
H 0.933 -2.124 4.349
H -0.436 -2.001 7.013
H 0.477 -4.279 6.364
H -0.511 -4.223 4.909
H -1.274 -4.198 6.508
H -2.313 -2.794 5.169
H -2.148 -1.326 5.730
C -4.644 -3.721 0.688
O -4.711 -3.423 -0.726
C -3.886 -2.315 -1.143
C -3.806 -2.356 -2.750
N -5.030 -1.797 -3.296
C -5.221 -2.056 -4.710
C -6.653 -1.592 -5.155
O -7.676 -2.375 -4.456
C -9.016 -2.145 -4.764
H -3.828 -3.190 1.179
H -4.640 -4.793 0.882
H -5.535 -3.298 1.153
H -2.878 -2.403 -0.739
H -4.415 -1.484 -0.676
H -3.584 -3.384 -3.039
H -2.946 -1.799 -3.122
H -5.847 -2.112 -2.792
H -5.073 -3.116 -4.915
H -4.542 -1.450 -5.309
H -6.695 -1.808 -6.223
H -6.770 -0.519 -5.003
H -9.215 -1.083 -4.903
H -9.653 -2.733 -4.103
H -9.150 -2.576 -5.756
C 3.758 1.397 0.870
O 2.662 0.618 1.191
C 1.537 0.733 0.265
C 0.344 -0.034 0.777
N 0.651 -1.433 0.964
C -0.394 -2.206 1.764
C -0.063 -3.712 1.669
O -0.997 -4.357 2.514
C -0.765 -5.722 2.634
H 4.023 1.162 -0.160
H 4.583 1.246 1.567
H 3.639 2.475 0.984
H 1.978 0.498 -0.704
H 1.188 1.759 0.150
H -0.540 -0.015 0.140
H -0.021 0.342 1.733
H 1.587 -1.467 1.342
H -1.439 -1.980 1.550
H -0.256 -1.810 2.770
H 0.956 -4.079 1.790
H -0.192 -3.919 0.607
H -0.632 -6.276 1.705
H -1.644 -6.126 3.136
H 0.069 -6.014 3.273
C 4.429 -2.445 0.022
C 4.877 -3.591 -0.874
C 3.805 -4.116 -1.803
O 6.013 -3.196 -1.586
H 3.990 -1.703 -0.646
H 5.267 -2.123 0.640
H 3.592 -2.769 0.640
H 5.102 -4.447 -0.237
H 3.403 -3.300 -2.403
H 2.912 -4.410 -1.252
H 4.150 -5.003 -2.334
H 6.437 -3.990 -1.918
C 7.137 -0.740 -4.160
C 6.434 0.052 -3.058
C 4.918 0.187 -3.204
O 6.779 -0.496 -1.793
H 8.204 -0.517 -4.164
H 6.913 -0.313 -5.138
H 6.989 -1.819 -4.123
H 6.901 1.036 -3.084
H 4.467 -0.804 -3.151
H 4.670 0.686 -4.141
H 4.481 0.707 -2.352
H 6.543 -1.420 -1.897
C 7.931 5.489 -0.559
C 6.737 4.510 -0.227
C 5.400 5.221 -0.157
O 6.532 3.692 -1.346
H 8.907 5.035 -0.730
H 8.040 6.277 0.187
H 7.735 6.003 -1.500
H 7.012 3.823 0.574
H 5.554 5.892 0.688
H 4.553 4.593 0.118
H 5.080 5.816 -1.013
H 7.310 3.139 -1.447
C -4.175 -7.137 -0.696
C -3.445 -6.639 -1.995
C -1.957 -6.827 -1.825
O -3.903 -7.305 -3.205
H -4.995 -6.457 -0.466
H -3.474 -7.331 0.116
H -4.766 -8.052 -0.693
H -3.799 -5.609 -2.042
H -1.639 -7.863 -1.709
H -1.649 -6.388 -0.876
H -1.407 -6.332 -2.626
H -4.859 -7.297 -3.122
*
```

Here is a cluster of 2 separate species, C4H9NO in total at a distorted geometry from the Open Molecules 2025 dataset. Energies are from ωB97M-V/def2-TZVPD.

Summary:
Highest occupied orbital energy in eV: -9.887

ORCA input file:
```
! RIJCOSX wB97M-V def2-TZVPD def2/J DEFGRID3
* xyz 0 1
H 2.621 -1.726 0.256
N 1.658 -1.483 0.491
C 1.302 -0.344 0.065
C 2.184 0.709 -0.535
C -0.120 0.055 0.375
O -0.488 1.244 0.179
H 1.702 1.132 -1.418
H 2.321 1.528 0.172
H 3.160 0.311 -0.812
H -0.433 -0.452 1.302
C -2.854 -0.182 -0.016
H -1.656 -0.747 0.019
H -2.950 0.389 0.895
H -3.682 -0.880 -0.085
H -2.766 0.446 -0.888
*
```

Here is a cluster of 13 separate species, C4H36N3O13 in total at a distorted geometry from the Open Molecules 2025 dataset. Energies are from ωB97M-V/def2-TZVPD.

Summary:
Highest occupied orbital energy in eV: -12.634

ORCA input file:
```
! RIJCOSX wB97M-V def2-TZVPD def2/J DEFGRID3
* xyz 1 1
N -1.602 1.020 1.346
C -0.321 1.605 0.970
C 0.259 0.910 -0.317
N 0.920 -0.280 -0.143
C 0.838 -1.063 1.155
C 0.724 -2.537 0.693
N 1.915 -2.871 -0.110
O 0.307 1.555 -1.363
H -1.593 0.106 1.783
H -2.234 0.754 0.532
H -2.155 1.628 1.967
H 0.540 1.644 1.727
H -0.404 2.630 0.596
H 1.113 -0.889 -0.933
H -0.075 -0.851 1.725
H 1.737 -0.930 1.850
H 0.665 -3.143 1.660
H -0.173 -2.824 0.126
H 2.732 -3.024 0.494
H 1.721 -3.792 -0.478
H 4.430 0.276 -1.805
H 3.058 0.355 -1.324
O 3.829 0.920 -1.401
H -3.785 -0.477 -0.107
H -4.565 -1.567 0.717
O -4.347 -0.631 0.665
H -0.578 -0.981 -3.144
H -0.761 -2.503 -3.334
O -1.132 -1.704 -2.841
H 0.375 3.886 -0.338
H 0.155 4.899 -1.480
O -0.309 4.359 -0.825
H 0.295 0.689 -4.313
H 0.597 0.795 -2.854
O 0.688 0.151 -3.612
H -1.598 -2.376 2.671
H -2.911 -1.933 1.950
O -1.979 -1.715 2.096
H -2.207 -2.432 -1.688
H -2.514 -2.035 -0.332
O -2.783 -2.714 -0.971
H 1.657 -1.610 4.554
H 3.087 -1.305 4.085
O 2.224 -0.916 4.214
H 4.237 0.636 0.652
H 3.798 0.894 2.222
O 3.562 0.719 1.318
H 3.184 3.775 0.558
H 2.664 2.347 0.144
O 2.451 3.149 0.629
H -2.753 0.510 -2.137
H -3.405 -0.934 -1.934
O -2.796 -0.278 -1.585
H -1.533 2.938 -1.060
H -2.997 2.872 -1.427
O -2.251 2.295 -1.241
*
```

Here is a structure of composition C17H14Cl2N2O2PdS at a distorted geometry from the Open Molecules 2025 dataset. Energies are from ωB97M-V/def2-TZVPD.

Summary:
Highest occupied orbital energy (spin up / spin down) in eV: -14.030 / -14.019

ORCA input file:
```
! RIJCOSX wB97M-V def2-TZVPD def2/J DEFGRID3
* xyz 2 1
Pd -0.134 0.667 0.108
Cl -1.003 -1.698 4.618
C -0.106 -2.308 3.349
C 0.514 -3.523 3.434
C 1.256 -4.024 2.352
Cl 2.042 -5.483 2.549
C 1.385 -3.308 1.105
C 2.104 -3.769 -0.006
C 2.173 -2.979 -1.136
C 1.500 -1.762 -1.150
N 0.826 -1.317 -0.088
C 0.764 -2.064 1.005
C -0.006 -1.500 2.116
O -0.538 -0.407 2.001
H 0.437 -4.098 4.347
H 2.588 -4.737 0.021
H 2.735 -3.295 -2.003
H 1.494 -1.134 -2.032
S 1.269 1.799 -1.351
C 0.118 1.329 -2.605
C 0.196 1.630 -3.953
C -0.831 1.179 -4.767
C -1.888 0.461 -4.220
C -1.882 0.206 -2.863
N -0.884 0.631 -2.079
H 1.024 2.204 -4.347
H -0.809 1.391 -5.828
H -2.703 0.104 -4.833
H -2.684 -0.342 -2.386
C 0.115 2.976 2.396
C -0.987 3.247 1.422
C -1.831 4.465 1.593
O -1.233 2.491 0.478
H 0.406 3.858 2.959
H 0.977 2.557 1.882
H -0.263 2.229 3.102
H -1.632 4.975 2.530
H -2.887 4.205 1.516
H -1.620 5.147 0.765
*
```